{
  "formula": "C29H49O2Si4",
  "method": "ωB97M-V with the def2-TZVPD basis set",
  "symbols": ["Si", "Si", "Si", "Si", "O", "O", "C", "C", "C", "C", "C", "C", "C", "C", "C", "C", "C", "C", "C", "C", "C", "C", "C", "C", "C", "C", "C", "C", "C", "C", "C", "C", "C", "C", "C", "H", "H", "H", "H", "H", "H", "H", "H", "H", "H", "H", "H", "H", "H", "H", "H", "H", "H", "H", "H", "H", "H", "H", "H", "H", "H", "H", "H", "H", "H", "H", "H", "H", "H", "H", "H", "H", "H", "H", "H", "H", "H", "H", "H", "H", "H", "H", "H", "H"],
  "xyz": [[0.586691, -0.208991, -0.611160], [-0.258519, 2.033647, 2.213075], [1.298017, 1.685848, 0.540570], [1.055818, 3.467337, -0.990264], [2.720282, 1.469929, 1.773438], [9.977999, 0.072516, 5.616134], [2.119694, 2.555532, 6.083368], [3.998887, 2.730294, 4.030115], [4.908180, 0.989338, 0.869353], [1.580544, -0.404629, -2.201501], [5.480236, -1.383916, 1.035112], [4.442838, 0.196296, 4.134053], [-2.056895, 2.168497, 1.653619], [2.693349, 1.394723, 5.546074], [6.749998, 1.423268, 4.407744], [4.584024, -1.571341, 2.261080], [3.480065, 3.900258, 4.596382], [3.811995, 0.775339, 1.819808], [0.251492, 3.653257, 3.035003], [3.707635, 1.492739, 4.582953], [1.578196, 5.071635, -0.149548], [10.707326, 1.243994, 6.063094], [0.866065, -1.705990, 0.500463], [2.609208, 3.804461, 5.685967], [-1.244791, -0.078879, -1.060119], [4.895064, -0.332357, 0.103095], [6.645075, -0.952853, 4.629305], [2.124856, 3.168528, -2.515994], [8.727622, 0.191886, 5.099119], [8.072375, 1.419259, 4.857271], [-0.741421, 3.609076, -1.570174], [-0.083823, 0.584962, 3.404792], [3.899906, -0.313889, 2.853679], [8.000452, -1.004169, 4.892020], [5.988172, 0.253645, 4.327766], [-0.656754, -0.294684, 3.080503], [3.806046, 4.873242, 4.199119], [2.205714, 4.120998, -3.063621], [6.317971, 2.388991, 4.175247], [-1.471270, 3.672277, -0.755423], [2.275611, 4.713487, 6.202608], [3.142974, 2.847691, -2.254100], [-1.504174, 0.834153, -1.608036], [5.837783, 1.135204, 1.459470], [0.797174, 5.487936, 0.502317], [5.582616, -2.348819, 0.520371], [-1.902262, -0.144796, -0.185315], [2.346446, 0.403396, 5.853500], [1.278544, 0.316551, -2.972182], [4.744300, 1.884124, 0.248114], [2.663163, -0.301877, -2.048153], [0.692732, -2.607946, -0.107635], [5.161346, -2.080068, 3.031557], [4.690501, 2.822646, 3.185686], [0.171421, -1.732464, 1.350753], [3.851856, -0.598269, -0.156025], [0.958040, 0.272941, 3.564094], [1.341698, 3.766045, 3.118750], [-0.138309, 4.533117, 2.500818], [-0.810382, 4.543500, -2.148801], [1.890463, -1.763443, 0.894926], [3.784643, -2.283630, 2.003424], [1.798020, 5.814590, -0.932995], [1.700488, 2.422786, -3.201939], [-1.477347, -0.933959, -1.712906], [-0.479763, 0.912760, 4.377152], [-0.152766, 3.669979, 4.059956], [2.489502, 4.944022, 0.452376], [-1.039168, 2.787501, -2.234711], [1.344214, 2.463605, 6.851693], [-2.470928, 1.207911, 1.326361], [-2.626529, 2.494887, 2.537616], [6.492654, -1.088651, 1.350714], [4.148628, -0.564165, 4.874738], [8.573034, 2.362665, 5.068395], [8.484380, -1.964753, 5.034625], [2.829935, -0.585739, 3.043537], [1.393761, -1.416013, -2.594399], [10.801631, 2.008440, 5.275068], [11.693153, 0.839373, 6.307826], [10.243647, 1.685383, 6.959182], [5.435732, -0.262339, -0.849204], [6.065953, -1.875575, 4.705558], [-2.220874, 2.906098, 0.861704]],
  "atomic_forces_ev_per_a": [[0.5, -0.6, -0.1], [-0.1, 0.2, 0.3], [-0.7, 0.4, 0.2], [0.6, 0.4, -0.2], [1.1, -1.5, -1.1], [-0.1, 0.4, -0.2], [0.5, -0.3, 0.0], [0.1, 0.7, 0.2], [0.0, 1.1, 0.2], [-0.1, -0.2, -0.1], [0.2, -0.2, 0.0], [0.9, 1.3, 2.6], [0.0, -0.1, 0.2], [0.1, 0.4, -0.2], [0.0, -0.1, 0.0], [-0.1, -0.8, 0.0], [0.2, -0.2, 0.1], [-1.9, 1.2, 0.2], [-0.1, 0.0, 0.2], [0.0, -1.1, 0.0], [0.1, 0.1, -0.1], [-0.3, -0.5, -0.3], [-0.1, -0.2, -0.2], [-0.3, 0.2, -0.1], [0.0, 0.1, 0.1], [0.3, -0.6, -0.4], [0.0, 0.2, -0.2], [0.1, 0.2, -0.1], [-0.6, 0.4, 0.2], [0.4, -0.7, 0.1], [0.0, -0.2, 0.1], [-0.1, 0.0, 0.2], [-1.5, -0.5, -2.3], [0.3, 0.4, 0.3], [-0.3, 0.0, 0.0], [0.1, 0.2, 0.1], [-0.3, -0.5, 0.3], [0.0, -0.3, 0.1], [0.1, -0.2, 0.2], [0.2, 0.0, -0.2], [0.0, -0.4, -0.4], [-0.2, 0.1, -0.1], [0.1, -0.2, 0.1], [-0.2, -0.3, -0.4], [0.2, -0.2, -0.2], [-0.1, 0.2, 0.1], [0.2, 0.0, -0.2], [0.2, 0.4, 0.1], [0.1, -0.2, 0.2], [-0.1, -0.3, 0.2], [-0.2, 0.0, -0.1], [0.1, 0.1, 0.3], [-0.1, 0.1, 0.0], [-0.3, 0.0, 0.3], [0.2, 0.0, -0.2], [0.3, 0.1, 0.0], [-0.3, 0.2, -0.1], [-0.3, -0.1, 0.0], [0.1, -0.3, 0.1], [0.1, -0.2, 0.1], [-0.2, 0.0, -0.1], [0.2, 0.3, -0.1], [-0.1, -0.1, 0.3], [0.1, 0.2, 0.2], [0.1, 0.2, 0.1], [0.1, -0.2, -0.1], [0.1, 0.1, -0.3], [-0.2, 0.0, -0.1], [0.1, 0.2, 0.1], [0.4, 0.1, -0.3], [0.1, 0.2, 0.1], [0.1, -0.1, -0.2], [-0.2, 0.0, -0.2], [0.0, 0.2, -0.2], [-0.1, -0.2, -0.2], [0.0, 0.2, 0.2], [0.8, 0.3, 0.0], [0.1, 0.2, 0.0], [-0.1, -0.3, 0.2], [-0.2, 0.3, 0.0], [0.1, -0.2, -0.3], [0.0, 0.1, 0.3], [0.3, 0.2, -0.1], [0.0, -0.2, 0.2]],
  "total_charge": 1,
  "fmax_ev_per_a": 3.1,
  "gap_ev": 6.94,
  "lumo_ev": -3.76
}